# 1
{
  "formula": "C3H7N2O3",
  "method": "the ωB97M-V functional and the def2-TZVPD basis",
  "symbols": ["C", "N", "C", "N", "O", "C", "O", "O", "H", "H", "H", "H", "H", "H", "H"],
  "positions_angstrom": [[-0.847, 0.352, 1.230], [-1.154, 0.185, 0.016], [-0.262, -0.326, -1.019], [1.046, -0.676, -0.574], [1.006, -1.915, 0.082], [1.925, 0.264, -0.020], [2.965, 0.034, 0.484], [1.346, 1.516, -0.050], [-1.543, 0.766, 1.991], [0.098, 0.021, 1.555], [-2.136, 0.243, -0.305], [-0.703, -1.281, -1.464], [-0.338, 0.469, -1.784], [1.506, -2.581, -0.425], [2.061, 2.080, -0.031]],
  "charge": 1,
  "e_tot_ev": -12338.0947,
  "homo_ev": -14.979,
  "gap_ev": 9.81
}

# 2
{
  "formula": "C3H7N2OP",
  "method": "the ωB97M-V functional and the def2-TZVPD basis",
  "symbols": ["C", "C", "C", "N", "N", "O", "P", "H", "H", "H", "H", "H", "H", "H"],
  "positions_angstrom": [[0.335, 1.888, -1.350], [0.275, 2.948, -2.374], [-1.027, -1.113, 1.558], [0.969, 1.568, -2.404], [1.564, -1.542, 0.465], [1.489, -0.082, 2.663], [0.780, -0.377, 1.418], [-0.662, 3.170, -3.059], [0.793, 3.885, -2.375], [-1.726, -0.293, 1.173], [-1.031, -2.000, 0.837], [-1.151, -1.375, 2.579], [1.438, -1.507, -0.556], [2.487, -1.860, 0.743]],
  "charge": 0,
  "e_tot_ev": -17536.2109,
  "homo_ev": [-9.984, -7.798],
  "gap_ev": [9.24, 5.79]
}

Record order is preserved below.
Energy above the lowest of the compared OMol25 structures with the same formula, charge and spin: 1.4809, 3.4076 eV